The following is a quantum chemistry calculation of a 11-piece molecular cluster, C51H132N14O19 overall in a non-equilibrium geometry, from the OMol25 dataset.

Each atom is followed by the atoms it is bonded to, with distances in Å.
Atoms and positions in Å:
1 C 0.2874 0.7213 -2.1840  O2 1.239, N3 1.383, N4 1.377
2 O 0.7270 -0.4097 -2.4350  C1 1.239
3 N -1.0131 0.8520 -1.7313  C1 1.383, H5 1.036, H6 0.986
4 N 0.9068 1.9428 -2.3310  C1 1.377, H7 1.030, H8 1.043
5 H -1.6405 0.0537 -1.9366  N3 1.036
6 H -1.4036 1.7573 -1.7420  N3 0.986
7 H 0.2822 2.7607 -2.2946  N4 1.030
8 H 1.7972 2.0860 -2.8557  N4 1.043
9 C -1.1945 4.7148 -1.6959  O10 1.200, N11 1.397, N12 1.406
10 O -1.7175 3.7250 -1.2647  C9 1.200
11 N -0.8403 5.8149 -0.9107  C9 1.397, H13 1.024, H14 0.984
12 N -0.9225 4.9790 -3.0502  C9 1.406, H15 0.989, H16 1.023
13 H -0.6919 5.7714 0.1014  N11 1.024
14 H -0.6597 6.6694 -1.3636  N11 0.984
15 H -0.4130 5.8077 -3.2299  N12 0.989
16 H -1.2155 4.3794 -3.8255  N12 1.023
17 C 0.3110 -1.6190 -5.6104  O18 1.211, N19 1.331, N20 1.383
18 O 0.0432 -1.6021 -6.7915  C17 1.211
19 N 1.4747 -1.6693 -4.9673  C17 1.331, H21 1.033, H22 1.009
20 N -0.7242 -1.5598 -4.6952  C17 1.383, H23 1.008, H24 0.999
21 H 2.3438 -1.4406 -5.4774  N19 1.033
22 H 1.5555 -1.3671 -4.0075  N19 1.009
23 H -1.5528 -1.9574 -5.1101  N20 1.008
24 H -0.4531 -1.5700 -3.7335  N20 0.999
25 C 3.4807 3.1842 1.6707  O26 1.437, H34 1.083, H35 1.072, H36 1.085
26 O 2.7974 4.3894 2.0502  C25 1.437, C27 1.434
27 C 1.3796 4.2849 1.8653  O26 1.434, C28 1.512, H37 1.097, H38 1.074
28 C 0.8205 5.4431 2.6610  C27 1.512, N29 1.455, H39 1.074, H40 1.084
29 N -0.5573 5.5888 2.2162  C28 1.455, C30 1.422, H41 1.016
30 C -1.2088 6.4993 3.0924  N29 1.422, C31 1.538, H42 1.058, H43 1.111
31 C -2.7459 6.5219 3.1433  C30 1.538, O32 1.403, H44 1.105, H45 1.133
32 O -3.1845 7.1424 4.3231  C31 1.403, C33 1.416
33 C -4.4354 6.6516 4.7694  O32 1.416, H46 1.113, H47 1.075, H48 1.132
34 H 4.5422 3.3946 1.6296  C25 1.083
35 H 3.1266 2.9443 0.6881  C25 1.072
36 H 3.3604 2.3847 2.3948  C25 1.085
37 H 1.0005 3.3772 2.3515  C27 1.097
38 H 1.0681 4.3738 0.8412  C27 1.074
39 H 1.3310 6.3653 2.4572  C28 1.074
40 H 0.8583 5.2910 3.7335  C28 1.084
41 H -0.9270 4.7071 2.5600  N29 1.016
42 H -0.8405 7.4544 2.8257  C30 1.058
43 H -0.9670 6.3632 4.1687  C30 1.111
44 H -3.0197 5.4524 3.0884  C31 1.105
45 H -3.0710 7.1296 2.2446  C31 1.133
46 H -5.2582 6.8262 4.0402  C33 1.113
47 H -4.6775 7.2235 5.6472  C33 1.075
48 H -4.3667 5.5563 5.0455  C33 1.132
49 C -3.6606 2.1128 6.9287  O50 1.368, H58 1.095, H59 1.089, H60 1.108
50 O -2.6377 2.8230 6.3620  C49 1.368, C51 1.396
51 C -1.3373 2.3143 6.3771  O50 1.396, C52 1.519, H61 1.072, H62 1.089
52 C -0.5505 2.9370 5.2362  C51 1.519, N53 1.471, H63 1.085, H64 1.128
53 N -1.2078 2.8357 3.9239  C52 1.471, C54 1.438, H65 1.027
54 C -1.2431 1.5322 3.3172  N53 1.438, C55 1.471, H66 1.100, H67 1.105
55 C -1.9615 1.4706 2.0355  C54 1.471, O56 1.425, H68 1.089, H69 1.115
56 O -3.2646 1.9717 2.3186  C55 1.425, C57 1.390
57 C -3.9885 2.1957 1.1540  O56 1.390, H70 1.127, H71 1.085, H72 1.102
58 H -4.6140 2.5358 6.5958  C49 1.095
59 H -3.7084 2.0984 8.0165  C49 1.089
60 H -3.7531 1.0561 6.6075  C49 1.108
61 H -1.3706 1.2586 6.1926  C51 1.072
62 H -0.8625 2.5111 7.3377  C51 1.089
63 H 0.4197 2.4597 5.1510  C52 1.085
64 H -0.2461 3.9948 5.4843  C52 1.128
65 H -2.1829 3.1506 3.9875  N53 1.027
66 H -1.6976 0.7512 3.9439  C54 1.100
67 H -0.1691 1.3089 3.1813  C54 1.105
68 H -2.0409 0.4742 1.6032  C55 1.089
69 H -1.4892 2.1967 1.3331  C55 1.115
70 H -4.2087 1.2184 0.6375  C57 1.127
71 H -3.4102 2.8138 0.4758  C57 1.085
72 H -4.9428 2.6914 1.3972  C57 1.102
73 C -5.1828 -2.7598 4.9630  O74 1.418, H82 1.075, H83 1.124, H84 1.104
74 O -5.9450 -1.7837 4.2721  C73 1.418, C75 1.402
75 C -5.2106 -0.8741 3.4979  O74 1.402, C76 1.505, H85 1.117, H86 1.098
76 C -4.5713 -1.4955 2.2850  C75 1.505, N77 1.516, H87 1.103, H88 1.106
77 N -3.1724 -2.0321 2.5151  C76 1.516, C78 1.513, H89 1.017
78 C -2.9015 -3.1757 1.5629  N77 1.513, C79 1.482, H90 1.069, H91 1.101
79 C -2.4815 -2.5973 0.2649  C78 1.482, O80 1.416, H92 1.097, H93 1.098
80 O -2.1556 -3.6719 -0.5979  C79 1.416, C81 1.454
81 C -1.7935 -3.3791 -1.9753  O80 1.454, H94 1.117, H95 1.104, H96 1.085
82 H -4.8496 -3.5015 4.2601  C73 1.075
83 H -5.8553 -3.2137 5.7415  C73 1.124
84 H -4.2946 -2.3594 5.4824  C73 1.104
85 H -4.5015 -0.2280 4.0692  C75 1.117
86 H -5.9489 -0.1668 3.0986  C75 1.098
87 H -4.4575 -0.7856 1.4491  C76 1.103
88 H -5.3146 -2.2750 2.0354  C76 1.106
89 H -3.1102 -2.4251 3.4513  N77 1.017
90 H -3.7508 -3.8166 1.4610  C78 1.069
91 H -2.0699 -3.7578 1.9899  C78 1.101
92 H -1.5557 -2.0215 0.3909  C79 1.097
93 H -3.2436 -1.9540 -0.1951  C79 1.098
94 H -1.4549 -4.3559 -2.3971  C81 1.117
95 H -0.9665 -2.6563 -2.0865  C81 1.104
96 H -2.5925 -2.9603 -2.5789  C81 1.085
97 C -4.3465 1.9107 -2.8311  O98 1.411, H106 1.109, H107 1.099, H108 1.113
98 O -5.4029 1.5795 -3.7062  C97 1.411, C99 1.415
99 C -5.1390 0.5371 -4.6260  O98 1.415, C100 1.552, H109 1.094, H110 1.096
100 C -4.6018 -0.7549 -3.9537  C99 1.552, N101 1.444, H111 1.102, H112 1.096
101 N -5.3477 -1.3610 -2.8754  C100 1.444, C102 1.444, H113 1.030
102 C -6.6565 -1.8998 -3.1620  N101 1.444, C103 1.504, H114 1.107, H115 1.154
103 C -6.5562 -2.9518 -4.2323  C102 1.504, O104 1.423, H116 1.047, H117 1.103
104 O -6.4246 -2.3690 -5.5235  C103 1.423, C105 1.388
105 C -7.5122 -2.4018 -6.3852  O104 1.388, H118 1.124, H119 1.116, H120 1.138
106 H -4.6614 2.8415 -2.3168  C97 1.109
107 H -3.4078 2.0339 -3.3883  C97 1.099
108 H -4.2324 1.0965 -2.0807  C97 1.113
109 H -4.5013 0.9065 -5.4339  C99 1.094
110 H -6.1035 0.3767 -5.1215  C99 1.096
111 H -3.5849 -0.5420 -3.5872  C100 1.102
112 H -4.4648 -1.5091 -4.7374  C100 1.096
113 H -5.4710 -0.6239 -2.1671  N101 1.030
114 H -7.4283 -1.1346 -3.3730  C102 1.107
115 H -7.0010 -2.3776 -2.1695  C102 1.154
116 H -7.4139 -3.5474 -4.3030  C103 1.047
117 H -5.6815 -3.6216 -4.1844  C103 1.103
118 H -7.1755 -2.1277 -7.4222  C105 1.124
119 H -8.3744 -1.7419 -6.1255  C105 1.116
120 H -7.8249 -3.4944 -6.4419  C105 1.138
121 C 1.8598 -4.0313 -2.2213  O122 1.389, H130 1.103, H131 1.091, H132 1.036
122 O 1.3140 -4.0850 -0.9454  C121 1.389, C123 1.450
123 C 1.9179 -5.2173 -0.2696  O122 1.450, C124 1.485, H133 1.071, H134 1.084
124 C 1.1539 -5.3613 0.9951  C123 1.485, N125 1.461, H135 1.102, H136 1.100
125 N -0.2418 -5.7582 0.8206  C124 1.461, C126 1.480, H137 1.032
126 C -1.0809 -6.0606 2.0021  N125 1.480, C127 1.556, H138 1.080, H139 1.124
127 C -0.8214 -7.5764 2.2379  C126 1.556, O128 1.456, H140 1.109, H141 1.115
128 O -1.6179 -8.3861 1.3270  C127 1.456, C129 1.420
129 C -0.7784 -9.4128 0.8193  O128 1.420, H142 1.103, H143 1.070, H144 1.115
130 H 1.4312 -4.8839 -2.7736  C121 1.103
131 H 2.9477 -4.1048 -2.2669  C121 1.091
132 H 1.5275 -3.1861 -2.7199  C121 1.036
133 H 2.9193 -4.9583 0.0079  C123 1.071
134 H 1.9419 -6.0587 -0.9530  C123 1.084
135 H 1.3003 -4.4221 1.5532  C124 1.102
136 H 1.6604 -6.1172 1.6137  C124 1.100
137 H -0.7427 -5.0038 0.3264  N125 1.032
138 H -2.0723 -5.9482 1.5875  C126 1.080
139 H -0.9922 -5.5105 2.9778  C126 1.124
140 H -1.1438 -7.9068 3.2466  C127 1.109
141 H 0.2676 -7.8051 2.1685  C127 1.115
142 H -0.4833 -10.1238 1.6087  C129 1.103
143 H 0.0478 -8.9756 0.2992  C129 1.070
144 H -1.3823 -9.9140 0.0270  C129 1.115
145 C -3.1047 3.7518 -5.9604  O146 1.423, H154 1.131, H155 1.091, H156 1.096
146 O -1.8308 3.2022 -5.6436  C145 1.423, C147 1.440
147 C -1.3582 2.3460 -6.7012  O146 1.440, C148 1.582, H157 1.114, H158 1.088
148 C -0.0798 1.6579 -6.0724  C147 1.582, N149 1.508, H159 1.100, H160 1.049
149 N 0.9503 2.6960 -5.7053  C148 1.508, C150 1.469, H161 0.998
150 C 2.2256 2.0083 -5.4617  N149 1.469, C151 1.530, H162 1.110, H163 1.098
151 C 3.3248 2.8902 -4.8668  C150 1.530, O152 1.400, H164 1.118, H165 1.136
152 O 3.1502 3.0556 -3.4872  C151 1.400, C153 1.383
153 C 3.9583 4.0768 -3.0219  O152 1.383, H166 1.077, H167 1.104, H168 1.113
154 H -3.0853 4.6756 -6.6133  C145 1.131
155 H -3.5675 4.0665 -5.0238  C145 1.091
156 H -3.7007 2.9972 -6.4862  C145 1.096
157 H -1.0664 2.9436 -7.5954  C147 1.114
158 H -2.1435 1.6236 -6.9142  C147 1.088
159 H 0.3245 0.8515 -6.7023  C148 1.100
160 H -0.5720 1.2308 -5.2501  C148 1.049
161 H 0.7369 3.0786 -4.8084  N149 0.998
162 H 2.5805 1.7160 -6.4718  C150 1.110
163 H 2.0373 1.0697 -4.9244  C150 1.098
164 H 3.3267 3.8442 -5.4503  C151 1.118
165 H 4.3845 2.5242 -5.0489  C151 1.136
166 H 3.7447 4.1948 -1.9726  C153 1.077
167 H 3.8348 5.0608 -3.5071  C153 1.104
168 H 5.0410 3.8400 -3.1188  C153 1.113
169 C 3.9517 -3.3133 8.3984  O170 1.417, H178 1.111, H179 1.065, H180 1.095
170 O 4.5831 -3.1036 7.1469  C169 1.417, C171 1.399
171 C 3.5858 -3.1734 6.1687  O170 1.399, C172 1.539, H181 1.065, H182 1.093
172 C 4.0432 -2.5117 4.8571  C171 1.539, N173 1.452, H183 1.099, H184 1.098
173 N 3.0889 -2.5490 3.7633  C172 1.452, C174 1.457, H185 1.011
174 C 3.6987 -2.5997 2.4408  N173 1.457, C175 1.516, H186 1.142, H187 1.081
175 C 2.7923 -2.1198 1.3239  C174 1.516, O176 1.406, H188 1.074, H189 1.137
176 O 2.6597 -0.7282 1.4730  C175 1.406, C177 1.460
177 C 1.3940 -0.3036 0.8824  O176 1.460, H190 1.107, H191 1.085, H192 1.074
178 H 3.6513 -4.3777 8.2926  C169 1.111
179 H 3.1044 -2.7226 8.6561  C169 1.065
180 H 4.7448 -3.1822 9.1417  C169 1.095
181 H 2.6637 -2.7372 6.4757  C171 1.065
182 H 3.3492 -4.2137 5.9318  C171 1.093
183 H 4.9523 -3.0581 4.5687  C172 1.099
184 H 4.4221 -1.5108 5.1018  C172 1.098
185 H 2.4331 -1.7793 3.7611  N173 1.011
186 H 3.9849 -3.6686 2.1592  C174 1.142
187 H 4.5987 -2.0060 2.3636  C174 1.081
188 H 1.8321 -2.5992 1.3682  C175 1.074
189 H 3.1659 -2.3398 0.2726  C175 1.137
190 H 1.2614 -0.6837 -0.1493  C177 1.107
191 H 1.4467 0.7780 0.8132  C177 1.085
192 H 0.5394 -0.6606 1.4265  C177 1.074
193 C 11.2891 -2.2404 0.3084  O194 1.421, H202 1.118, H203 1.061, H204 1.089
194 O 10.2295 -1.4342 -0.1890  C193 1.421, C195 1.390
195 C 10.4301 -0.0813 0.0615  O194 1.390, C196 1.514, H205 1.091, H206 1.064
196 C 9.4934 0.7453 -0.7929  C195 1.514, N197 1.495, H207 1.094, H208 1.084
197 N 8.0387 0.4779 -0.5786  C196 1.495, C198 1.430, H209 1.021
198 C 7.2366 1.3040 -1.4268  N197 1.430, C199 1.487, H210 1.080, H211 1.113
199 C 5.7796 1.0292 -1.3146  C198 1.487, O200 1.423, H212 1.108, H213 1.092
200 O 5.6162 -0.3409 -1.6614  C199 1.423, C201 1.401
201 C 4.2646 -0.6884 -1.7901  O200 1.401, H214 1.073, H215 1.076, H216 1.112
202 H 12.0575 -2.1420 -0.4973  C193 1.118
203 H 10.9480 -3.2386 0.4228  C193 1.061
204 H 11.7578 -1.8385 1.2050  C193 1.089
205 H 11.4767 0.1676 -0.1169  C195 1.091
206 H 10.2540 0.1262 1.0903  C195 1.064
207 H 9.8193 0.7215 -1.8371  C196 1.094
208 H 9.4645 1.7861 -0.4921  C196 1.084
209 H 7.9253 -0.5087 -0.8163  N197 1.021
210 H 7.4561 1.2359 -2.4825  C198 1.080
211 H 7.4014 2.3767 -1.1785  C198 1.113
212 H 5.1803 1.6156 -2.0390  C199 1.108
213 H 5.2853 1.1504 -0.3481  C199 1.092
214 H 3.6723 -0.3348 -0.9680  C201 1.073
215 H 4.1867 -1.7505 -1.9456  C201 1.076
216 H 3.7761 -0.2479 -2.6870  C201 1.112

Computed properties:
**ΔE to the lowest compared entry with this formula, charge and spin**: 72.2 kcal per mole
**Charge**: 0
**HOMO**: -8.536 eV
**Multiplicity**: 1
**Total energy**: -114781.9570 eV
**SMILES string**: COCCNCCOC.COCCNCCOC.COCCNCCOC.COCCNCCOC.COCCNCCOC.COCCNCCOC.COCCNCCOC.COCCNCCOC.NC(N)=O.NC(N)=O.NC(N)=O
**Maximum force**: 0.078 Eh/bohr
**Frontier orbital gap**: 8.93 eV